This record from the OMol25 dataset describes 2 unconnected molecules or ions with the total composition C5H12NO. The level of theory is ωB97M-V/def2-TZVPD.

Calculated values
- Multiplicity: 2
- Gap between HOMO and LUMO (alpha / beta): 3.87 / 3.00 eV
- E_HOMO (alpha / beta): -16.1 / -16.1 eV
- E_tot: -8893.8804 eV
- Total charge: +2
- Energy relative to the best compared isomer or geometry (same formula, charge and spin): 364.8 kJ/mol
- <S²>: 0.7822

Each line ends with the natural charge from an NBO analysis.
Atoms and positions in Å:
1 C 0.9290 2.7456 1.9110  -0.54
2 C 2.0707 1.9281 1.1696  -0.50
3 C 1.3488 1.1954 0.1748  0.17
4 C 0.7982 -0.0847 0.3564  0.13
5 N 0.3220 -0.9682 -0.5818  -0.49
6 C -0.5437 -1.9757 -0.4916  0.30
7 H 0.4830 3.4907 1.2525  0.26
8 H 0.1214 2.1038 2.2406  0.22
9 H 1.3894 3.1744 2.7987  0.30
10 H 2.7600 2.5942 0.6550  0.30
11 H 2.6761 1.3424 1.8700  0.29
12 H 1.2727 1.6769 -0.8010  0.26
13 H 0.6879 -0.3429 1.4093  0.27
14 H 0.9327 -0.9368 -1.4096  0.49
15 H -1.6087 -1.7662 -0.3533  0.28
16 H -0.2520 -2.9789 -0.8136  0.27
17 H -5.2514 -3.6413 -3.1889  0.49
18 H -3.7762 -4.0523 -3.3643  0.47
19 O -4.3600 -3.5047 -2.8338  -0.96



This record from the OMol25 dataset describes a molecular structure, C53H49InN7O13PS. The level of theory is ωB97M-V/def2-TZVPD.

Calculated values
- Gap between HOMO and LUMO: 6.19 eV
- E_HOMO: -2.5 eV
- E_tot: -118096.8800 eV
- Total charge: -2
- Energy relative to the best compared isomer or geometry (same formula, charge and spin): 578.9 kJ/mol

Each line ends with the Löwdin charge.
Atoms and positions in Å:
1 In -0.7377 0.3808 -0.4708  0.85
2 C 1.8343 0.5723 -4.9769  -0.03
3 O 3.2140 0.4620 -4.6036  -0.08
4 C 3.4734 0.1290 -3.3069  -0.22
5 C 4.3834 -0.8881 -3.1007  -0.04
6 C 4.7257 -1.2884 -1.8119  -0.12
7 C 4.0785 -0.6926 -0.7515  -0.05
8 C 3.1416 0.3328 -0.9331  -0.11
9 C 2.5147 0.7944 0.3165  -0.09
10 N 1.2801 1.0298 0.4640  -0.02
11 N 0.9139 1.4870 1.7392  -0.02
12 C -0.0799 2.3774 1.6495  -0.49
13 O -0.6715 2.7443 0.6164  0.01
14 C -0.5451 2.6879 3.0460  -0.22
15 C -1.7270 3.6398 3.2407  -0.10
16 C -2.3239 3.6408 5.3767  -0.15
17 C -1.6630 2.8261 6.4567  -0.06
18 C -0.6318 1.9973 6.2801  -0.05
19 C 0.0608 1.7205 4.9692  -0.13
20 C 2.9057 0.8387 -2.2208  -0.14
21 O 2.2846 1.9598 -2.6108  0.03
22 H 1.8232 0.5560 -6.0648  0.09
23 H 1.3861 1.4922 -4.6140  0.08
24 H 1.2684 -0.2796 -4.5896  0.10
25 H 4.8119 -1.3584 -3.9779  0.12
26 H 5.4504 -2.0769 -1.6489  0.10
27 H 4.2747 -1.0192 0.2655  0.11
28 H 3.1684 0.9079 1.1781  0.13
29 H -2.0391 4.1255 2.3192  0.15
30 H -3.1349 4.2330 5.7985  0.12
31 H -2.0649 2.9214 7.4618  0.09
32 H -0.2601 1.4643 7.1510  0.10
33 H 0.8666 1.0089 5.1203  0.10
34 C -3.5207 0.5037 -3.5318  -0.03
35 N -4.0447 -0.6641 -2.8396  -0.07
36 C -4.5516 -1.7064 -3.7084  -0.18
37 C -5.3322 -2.7374 -2.9236  -0.16
38 C -4.4591 -3.1979 -1.7786  -0.18
39 N -4.0762 -2.0624 -0.9638  -0.07
40 C -3.5489 -2.3996 0.3497  -0.05
41 C -3.6712 -0.8900 -1.5464  -0.47
42 O -3.0633 -0.0300 -0.8874  -0.02
43 H -4.3422 1.0908 -3.9520  0.09
44 H -2.8547 0.1933 -4.3407  0.10
45 H -2.9426 1.1213 -2.8636  0.05
46 H -3.7161 -2.1889 -4.2335  0.12
47 H -5.1800 -1.2287 -4.4640  0.12
48 H -5.6065 -3.5766 -3.5659  0.11
49 H -6.2471 -2.2886 -2.5266  0.12
50 H -3.5618 -3.6969 -2.1671  0.12
51 H -4.9834 -3.9066 -1.1347  0.12
52 H -4.3680 -2.7329 0.9952  0.09
53 H -3.0545 -1.5337 0.7815  0.03
54 H -2.7998 -3.1914 0.2689  0.09
55 N -1.2745 -0.3742 1.3552  -0.24
56 P -0.5064 -0.1845 2.7081  0.83
57 C 1.1429 -0.9969 2.9130  -0.28
58 C 2.3073 -0.4363 3.4237  -0.11
59 C 3.4833 -1.1777 3.4957  -0.10
60 C 3.5159 -2.4807 3.0183  -0.11
61 C 2.3696 -3.0353 2.4593  -0.08
62 C 1.1927 -2.3016 2.4124  -0.07
63 C -0.9066 1.3331 3.7639  -0.30
64 C -2.3552 1.4257 4.0869  0.03
65 C -2.7749 2.8459 4.0666  -0.17
66 C -1.3560 4.5178 4.4654  -0.19
67 C 0.0863 4.3059 4.7333  0.03
68 C 0.5071 3.0151 4.1393  -0.15
69 C -1.3801 -1.3609 3.9110  -0.26
70 C -2.6930 -1.7615 3.6618  -0.09
71 C -3.4001 -2.5234 4.5849  -0.09
72 C -2.8105 -2.8929 5.7894  -0.12
73 C -1.5063 -2.4984 6.0565  -0.10
74 C -0.8037 -1.7435 5.1224  -0.09
75 H 2.3142 0.6026 3.7242  0.09
76 H 4.3812 -0.7218 3.8968  0.10
77 H 4.4354 -3.0528 3.0601  0.09
78 H 2.3934 -4.0362 2.0455  0.10
79 H 0.3086 -2.7166 1.9396  0.10
80 H -2.8556 0.7031 4.7184  0.11
81 H -3.8269 3.0149 3.8347  0.14
82 H -1.6750 5.5611 4.4453  0.13
83 H 0.5901 4.7458 5.5871  0.10
84 H 1.5477 2.9570 3.8249  0.14
85 H -3.1464 -1.4473 2.7322  0.07
86 H -4.4187 -2.8246 4.3656  0.09
87 H -3.3621 -3.4826 6.5126  0.09
88 H -1.0323 -2.7833 6.9891  0.09
89 H 0.2221 -1.4609 5.3420  0.10
90 O -1.6046 2.8813 -3.6736  0.04
91 C -0.7467 2.5736 -2.8584  -0.54
92 O -0.7931 1.4352 -2.2145  -0.10
93 C 0.4434 3.4751 -2.6596  -0.06
94 C 1.6215 3.0543 -1.8271  -0.13
95 C 2.5805 4.1861 -1.6754  -0.09
96 C 2.5462 5.3384 -2.4145  0.07
97 C 1.4994 5.5701 -3.2808  -0.17
98 C 0.4325 4.6299 -3.3567  0.05
99 N 1.4618 6.7792 -4.0299  -0.39
100 O 2.3954 7.5795 -3.9316  -0.01
101 O 0.4940 6.9931 -4.7599  0.00
102 N 3.6345 4.0650 -0.7226  -0.35
103 O 4.4770 4.9536 -0.6057  0.01
104 O 3.6492 3.0594 -0.0105  0.03
105 H 1.3093 2.6556 -0.8730  0.11
106 H 3.3266 6.0726 -2.2901  0.12
107 H -0.4229 4.8468 -3.9791  0.12
108 C 3.4217 -5.6602 -5.3922  -0.06
109 C 2.4884 -4.8318 -4.5435  -0.28
110 C 1.1081 -4.9131 -4.7025  -0.05
111 C 0.2511 -4.1436 -3.9258  -0.05
112 C 0.7826 -3.2881 -2.9728  -0.25
113 C 2.1566 -3.1911 -2.7976  -0.03
114 C 2.9978 -3.9589 -3.5843  -0.04
115 S -0.2912 -2.3655 -1.9200  0.48
116 O 0.4529 -1.0882 -1.6770  -0.35
117 O -1.5146 -2.1432 -2.6683  -0.29
118 O -0.4354 -3.1389 -0.7065  -0.30
119 H 2.8702 -6.2409 -6.1328  0.07
120 H 3.9978 -6.3573 -4.7789  0.07
121 H 4.1359 -5.0269 -5.9230  0.08
122 H 0.6977 -5.5821 -5.4517  0.10
123 H -0.8225 -4.1851 -4.0620  0.11
124 H 2.5561 -2.5038 -2.0611  0.10
125 H 4.0721 -3.8682 -3.4570  0.11



This record from the OMol25 dataset describes a single C5H8O molecule. The level of theory is ωB97M-V/def2-TZVPD.

Calculated values
- Gap between HOMO and LUMO: 10.26 eV
- Structure (SMILES): CC1=CCOC1
- E_HOMO: -9.2 eV
- E_tot: -7360.7456 eV
- Energy relative to the best compared isomer or geometry (same formula, charge and spin): 145.7 kJ/mol

Each line ends with the natural charge from an NBO analysis.
Atoms and positions in Å:
1 C 0.6995 0.9106 -1.6012  -0.64
2 C 0.2868 0.1986 -0.3495  0.00
3 C 0.0725 -1.1064 -0.2064  -0.23
4 C -0.6145 -1.3125 1.1230  -0.11
5 O -1.3385 -0.0840 1.2637  -0.51
6 C -0.2961 0.8388 0.9038  -0.12
7 H 0.0052 1.7330 -1.8159  0.22
8 H 0.6482 0.2047 -2.4365  0.22
9 H 1.7105 1.3335 -1.5778  0.22
10 H 0.1608 -1.8549 -0.9829  0.21
11 H 0.1117 -1.3535 1.9600  0.17
12 H -1.2337 -2.2126 1.1932  0.20
13 H 0.3963 0.8230 1.7618  0.17
14 H -0.6087 1.8818 0.7645  0.20